Entry from the Open Molecules 2025 dataset: C14H18CeN2O2S as an isolated structure in a non-equilibrium geometry (ωB97M-V/def2-TZVPD).

Output
- <S²>: 0.77
- HOMO level (spin up / spin down): -16.18 / -16.19 eV

Structure (ORCA input):
```
! RIJCOSX wB97M-V def2-TZVPD def2/J DEFGRID3
* xyz 3 2
H 1.834 1.790 -0.984
H 0.552 -1.655 -1.535
H -0.779 -0.576 0.477
Ce 2.302 -4.553 -0.471
C 2.198 -0.239 -1.428
C 1.092 0.485 0.645
H 3.977 0.984 -1.493
H 1.549 1.282 1.225
C -3.461 2.168 0.464
H 1.611 -0.435 0.932
C -4.532 2.316 -0.555
C -3.141 0.992 2.525
C -0.648 0.306 2.437
C 1.614 -1.521 -1.691
O -3.528 0.989 1.140
H -2.371 -1.008 2.396
C -2.083 -0.054 2.842
H -4.298 3.168 -1.182
H -5.470 2.507 -0.040
H -2.094 -0.203 3.919
H -2.789 1.975 2.825
H -0.902 1.196 0.498
S 3.463 -4.530 -3.186
H 5.436 -0.759 -2.457
C 3.825 -2.228 -2.517
C 1.361 0.820 -0.883
C 3.592 -0.002 -1.706
H -0.411 1.291 2.836
H -4.637 1.420 -1.157
O -2.593 2.970 0.696
C 2.413 -2.476 -2.267
N 2.056 -3.752 -2.623
C 4.394 -0.942 -2.237
C -0.397 0.344 0.932
H 0.036 -0.416 2.889
N 4.477 -3.276 -2.949
H 0.403 0.852 -1.404
H -4.044 0.771 3.087
*
```

Here are the Mulliken charges for atoms 1 to 2, given in e:
1 H 0.606
2 H 0.677

Entry from the Open Molecules 2025 dataset: C14H18Cl2N2STl as an isolated structure in a non-equilibrium geometry (ωB97M-V/def2-TZVPD).

Output
- ΔE to the lowest compared entry with this formula, charge and spin: 59.6 kcal/mol
- HOMO level (spin up / spin down): -4.73 / -3.77 eV

Structure (ORCA input):
```
! RIJCOSX wB97M-V def2-TZVPD def2/J DEFGRID3
* xyz -1 1
H -0.637 0.859 -4.528
C -0.694 0.712 -2.365
H -0.561 1.433 -1.540
C -1.788 0.645 3.369
H 1.749 -1.766 -2.166
H 1.643 -0.693 -4.607
S -0.731 -2.976 2.220
H -0.472 2.404 -3.695
Tl 1.358 1.318 1.940
C 1.888 -0.162 -3.678
C -0.166 1.351 -3.668
H 1.833 1.881 -3.053
Cl -0.071 3.141 1.090
C -1.153 -0.496 2.851
H 1.624 -2.955 0.761
N 1.530 -1.965 1.036
H -0.513 -1.244 -1.362
C -1.710 -1.776 3.010
C 1.353 1.273 -3.820
C 2.442 0.491 -0.794
C -0.002 -0.563 -2.036
H 1.836 1.427 -1.056
Cl 3.107 1.697 3.642
H -3.447 1.342 4.542
H -1.781 0.568 -2.470
C -2.877 -1.945 3.750
H -4.398 -0.917 4.908
H 1.917 -0.448 -0.465
H -1.348 1.625 3.164
H 2.985 -0.183 -3.597
H 1.638 1.670 -4.808
H 3.422 0.702 -0.266
N 0.070 -0.520 2.204
C 1.225 -0.888 -2.549
C -2.953 0.469 4.106
C -3.489 -0.815 4.308
H -3.281 -2.944 3.897
C 0.451 -1.752 1.724
*
```

Here are the Mulliken charges for atoms 1 to 2, given in e:
1 H 0.298
2 C -0.444

Entry from the Open Molecules 2025 dataset: a 6-piece molecular cluster, C14H18Cl6O12 overall in a non-equilibrium geometry (ωB97M-V/def2-TZVPD).

Output
- ΔE to the lowest compared entry with this formula, charge and spin: 2.0 kcal/mol
- SMILES string: ClC(Cl)Cl.ClC(Cl)Cl.O=C1OCCO1.O=C1OCCO1.O=C1OCCO1.O=C1OCCO1
- HOMO level: -10.65 eV

Structure (ORCA input):
```
! RIJCOSX wB97M-V def2-TZVPD def2/J DEFGRID3
* xyz 0 1
O 28.047 2.599 6.831
C 33.756 8.545 5.551
O 28.052 0.449 6.286
C 30.335 0.178 6.283
H 30.577 -0.133 7.299
Cl 38.381 5.908 9.121
H 33.174 4.476 7.520
Cl 37.172 8.419 9.428
C 34.174 10.396 6.724
C 36.866 6.696 8.965
H 30.997 -0.108 5.466
C 34.349 10.663 5.167
H 28.855 -1.470 6.476
O 34.906 3.355 7.840
O 29.998 1.544 6.400
C 36.052 -1.145 10.524
C 37.506 -1.334 12.285
H 35.066 -0.712 10.360
O 37.915 -1.796 13.315
H 33.449 11.032 7.232
H 36.988 0.852 10.644
O 36.202 -1.458 11.891
C 33.556 3.078 6.108
C 34.054 4.057 7.032
H 35.300 3.377 3.529
C 37.286 -0.168 10.402
C 35.188 4.317 2.988
O 34.276 1.867 6.442
H 36.253 6.189 9.710
H 35.171 10.394 7.163
O 33.517 9.169 6.744
Cl 36.213 4.168 1.561
H 36.224 -1.959 9.819
H 37.633 -0.241 9.371
O 34.332 9.336 4.676
C 28.695 1.635 6.553
Cl 36.307 6.692 7.259
O 38.166 -0.634 11.341
H 28.932 -0.653 4.863
H 33.581 11.289 4.712
O 35.832 1.249 7.957
C 28.981 -0.527 5.945
Cl 36.006 5.416 4.243
O 33.600 7.370 5.284
Cl 33.517 4.792 2.650
H 33.692 3.430 5.085
H 32.495 3.079 6.358
C 35.077 2.111 7.436
H 34.557 4.895 6.551
H 35.296 11.158 4.950
*
```

Here are the Mulliken charges for atoms 1 to 2, given in e:
1 O -0.536
2 C 0.674

What did we get for molecular weight? Answer: 418.5, 521.7, 591.0 g mol⁻¹, in the order shown.